Record 1
A single CH2S molecule at a distorted geometry, computed with wB97M-V/def2-TZVPD.

Results
- charge = 0
- SMILES = C=S
- Kohn-Sham gap (eV) = 8.3
- highest occupied orbital energy (hartree) = -0.3313
- relative energy (zero: lowest compared OMol25 entry of this formula, charge and spin) (kcal per mole) = 11.33
- LUMO (eV) = -0.678

Positions of all 4 atoms, in Å:
S 1.35717 -0.83454 -0.19719
C -0.00364 0.10649 -0.01146
H -0.24486 1.11951 0.31588
H -1.10867 -0.39146 -0.10723

Record 2
2 unconnected molecules or ions with the total composition Cl2O8 at a distorted geometry, computed with wB97M-V/def2-TZVPD.

Results
- charge = -2
- Kohn-Sham gap (eV) = 8.4
- highest occupied orbital energy (hartree) = -0.0702
- relative energy (zero: lowest compared OMol25 entry of this formula, charge and spin) (kcal per mole) = 36.46
- LUMO (eV) = 6.446

Positions of all 10 atoms, in Å:
Cl -1.51129 -0.47001 1.68282
Cl 1.54930 0.47855 -1.70682
O -2.13262 -0.72411 0.45685
O 0.92479 1.40014 -0.83880
O -0.41817 0.35704 1.60173
O 2.38114 -0.39019 -0.90179
O 2.39370 1.22186 -2.61309
O -1.21692 -1.65199 2.19949
O -2.58259 0.20760 2.39498
O 0.61265 -0.42889 -2.27537

Record 3
A molecular structure, C13H15MnN7O2 at a distorted geometry, computed with wB97M-V/def2-TZVPD.

Results
- charge = +1
- Kohn-Sham gap (spin up / spin down) (eV) = 4.9 / 7.0
- multiplicity = 5
- highest occupied orbital energy (spin up / spin down) (hartree) = -0.3975 / -0.4071
- LUMO (spin up / spin down) (eV) = -5.933 / -4.106

Positions of all 38 atoms, in Å:
Mn -1.41451 -0.54345 0.55303
O -1.51527 1.42757 0.33796
O -1.89981 -2.40237 0.22833
N 1.46889 -3.53910 3.77517
N 1.05425 -2.25457 3.46847
N 1.83450 -1.13330 3.27197
N -0.25087 -0.88407 2.42595
N -0.26436 -2.06732 3.05058
N -0.20947 -0.36230 -0.90633
N 0.16140 0.85140 -1.14892
C -0.66441 1.77462 -0.54874
C 0.36208 5.06579 -1.93936
C -0.21114 -2.74538 -1.46044
C 0.38705 -1.44348 -1.46410
C -0.27217 5.94692 -1.10770
C 1.55237 -1.33149 -2.36678
C -0.99455 5.37900 0.00130
C -0.45961 3.16790 -0.78439
C -1.06910 4.01259 0.11840
C 0.39625 3.70141 -1.76156
C -1.17581 -3.15609 -0.55053
C -1.44858 -4.61026 -0.49491
C 0.95826 -0.30790 2.71376
H 1.80192 -0.29899 -2.49050
H 0.99618 0.74407 2.53512
H -1.76248 3.59650 0.85078
H 2.42395 -3.60521 4.11804
H -2.46098 -4.83799 -0.21877
H -1.60927 6.01046 0.65683
H 0.88802 5.39789 -2.83688
H -0.28474 6.98016 -1.40081
H 0.69995 -4.15689 4.07233
H -1.28476 -5.22040 -1.40546
H 2.38941 -1.81447 -1.87415
H -0.80178 -5.01149 0.22669
H 0.31851 -3.59386 -1.88687
H 1.40426 -1.76821 -3.35775
H 0.95644 3.03234 -2.39975

Record 4
A single C6H16NO2PS molecule at a distorted geometry, computed with wB97M-V/def2-TZVPD.

Results
- charge = 0
- SMILES = CC(C)OP(=N)(S)OC(C)C
- Kohn-Sham gap (eV) = 10.2
- highest occupied orbital energy (hartree) = -0.3518
- relative energy (zero: lowest compared OMol25 entry of this formula, charge and spin) (kcal per mole) = 6.65
- LUMO (eV) = 0.588

Positions of all 27 atoms, in Å:
S -2.50806 1.82043 0.56751
P -1.19555 0.33811 -0.04217
O 0.02379 0.41016 0.95655
O -0.50395 0.90861 -1.39497
N -1.71771 -1.13427 -0.08470
C 0.54658 -1.52401 2.22481
C 1.30153 -0.57552 -1.99417
C -0.15368 0.72062 -3.72454
C 0.84313 0.73099 3.28245
C -0.06175 -0.08366 -2.22317
C -0.03289 -0.18618 2.32905
H -1.25118 0.98155 -3.66409
H 0.33050 -2.00622 3.11791
H 0.71488 0.44456 4.38754
H -2.12835 3.00336 0.03854
H -2.60807 -1.11160 -0.56554
H 0.12206 -0.01904 -4.46834
H -0.73016 -0.90557 -2.16221
H 1.69947 -1.41815 2.18178
H -1.02036 -0.14597 2.71713
H 0.42095 1.78317 3.18268
H 0.61432 1.53447 -3.49575
H 2.00390 0.83406 3.08622
H 1.48787 -1.59723 -2.44090
H 1.52403 -0.65847 -0.86017
H 0.31011 -2.30242 1.38871
H 1.96858 0.15822 -2.34015